# C45H126N12O15

A cluster of 15 separate species, C45H126N12O15 in total (ωB97M-V/def2-TZVPD, the OMol25 dataset).

```
198
Properties=species:S:1:pos:R:3:forces:R:3
C 1.449 2.194 -5.462 0.81 -0.57 -1.74
C 2.215 2.686 -4.257 -1.30 -0.11 -0.55
C 2.419 4.227 -4.221 0.44 -0.50 0.19
O 1.376 2.314 -3.225 -1.79 0.99 2.23
H 0.426 2.556 -5.571 0.28 0.90 0.02
H 1.255 1.122 -5.488 0.50 -0.30 0.65
H 2.071 2.336 -6.346 -0.39 0.43 -0.52
H 3.102 2.071 -4.106 0.70 0.60 -0.43
H 3.472 4.408 -4.437 -0.11 0.43 -0.16
H 2.191 4.671 -3.252 0.31 -0.53 0.40
H 1.768 4.828 -4.855 0.09 -0.50 -0.65
H 1.539 1.420 -2.917 0.65 -0.69 0.49
C 3.681 -2.273 1.856 -0.56 -0.26 0.09
C 4.799 -2.061 2.837 -1.43 -1.06 1.19
C 4.974 -3.273 3.793 0.01 0.06 -0.79
O 5.928 -1.871 2.064 1.31 0.53 -0.48
H 3.577 -1.400 1.211 0.07 -0.07 -0.12
H 2.726 -2.429 2.357 -0.05 0.00 0.18
H 3.874 -3.175 1.276 0.07 0.10 -0.32
H 4.523 -1.182 3.419 0.30 0.37 0.21
H 5.063 -4.170 3.181 0.14 -0.05 -0.03
H 4.126 -3.460 4.452 -0.01 0.35 0.10
H 5.901 -3.209 4.362 -0.08 0.20 0.18
H 6.593 -1.457 2.620 0.30 -0.07 -0.08
C 5.195 -3.972 -1.624 0.52 0.89 -0.29
C 4.704 -2.483 -1.729 1.02 -0.98 0.69
C 5.819 -1.499 -1.971 0.86 0.25 1.59
O 3.787 -2.303 -2.739 -1.73 -0.47 -1.50
H 4.469 -4.760 -1.829 -0.45 0.35 0.30
H 5.717 -4.180 -0.690 -0.27 0.11 0.23
H 5.974 -4.111 -2.374 0.12 0.05 -0.29
H 4.170 -2.171 -0.831 0.15 -0.21 0.23
H 6.465 -1.657 -2.834 -0.40 -0.14 -0.26
H 6.472 -1.535 -1.099 0.34 -0.04 0.11
H 5.417 -0.487 -1.930 -0.05 0.01 -0.52
H 4.125 -2.746 -3.521 -0.08 0.08 -0.30
C -6.334 0.909 -4.169 -1.13 -1.59 -0.04
C -5.097 1.441 -3.540 0.63 -0.42 0.38
C -4.948 1.096 -2.053 -0.23 0.56 0.11
O -3.939 0.963 -4.196 0.13 1.53 -1.20
H -6.502 1.111 -5.227 0.27 0.71 0.09
H -7.197 1.209 -3.573 -0.20 0.18 -0.19
H -6.337 -0.181 -4.163 0.08 -0.30 0.32
H -5.191 2.514 -3.710 0.79 0.27 0.40
H -4.833 0.034 -1.834 -0.41 -0.27 -0.44
H -5.806 1.486 -1.505 0.01 -0.07 0.25
H -4.037 1.526 -1.638 -0.06 0.43 -0.17
H -3.695 0.074 -3.928 -0.10 -0.90 0.41
C -2.119 -2.193 2.975 1.83 -0.01 -0.19
C -0.534 -2.277 3.038 0.21 1.48 0.37
C 0.128 -0.842 3.082 -1.33 -0.94 -0.19
O -0.127 -3.034 4.152 0.21 -0.61 0.41
H -2.602 -3.169 3.018 0.23 -0.07 -0.23
H -2.417 -1.637 2.086 -0.18 -0.02 0.03
H -2.441 -1.655 3.867 -0.02 0.23 0.02
H 0.031 -2.739 2.229 -0.92 -0.45 -0.50
H 1.213 -0.857 2.988 -0.08 -0.23 0.13
H -0.168 -0.351 4.009 0.07 0.22 0.03
H -0.288 -0.307 2.228 0.11 0.29 0.05
H -0.518 -2.680 4.954 -0.08 0.15 0.08
C -1.828 -4.382 0.266 0.51 -0.75 1.01
C -2.078 -4.818 -1.131 2.92 -1.15 -1.42
C -2.205 -6.315 -1.408 0.18 0.58 0.74
O -3.170 -4.179 -1.605 -2.44 1.47 -0.88
H -2.026 -3.319 0.399 -0.16 -0.11 -0.02
H -0.821 -4.576 0.637 0.11 0.00 -0.22
H -2.460 -5.019 0.886 -0.38 0.34 0.51
H -1.250 -4.548 -1.786 0.32 0.64 0.10
H -2.092 -6.528 -2.471 -0.22 0.11 0.02
H -3.213 -6.555 -1.070 0.17 -0.81 0.12
H -1.381 -6.802 -0.887 -0.37 -0.52 0.20
H -3.760 -4.157 -0.848 -0.69 0.28 -0.20
C -5.011 4.319 1.397 3.87 -5.44 0.97
O -4.423 3.293 1.848 -0.81 0.58 -0.12
N -5.742 5.090 2.046 -4.05 3.24 4.40
N -4.819 4.758 0.225 1.75 0.50 -5.91
H -5.958 4.793 2.987 -0.61 0.72 -0.15
H -6.199 5.733 1.415 -0.86 0.30 1.58
H -5.110 5.679 -0.069 0.26 -0.45 -0.25
H -4.267 4.169 -0.383 0.24 0.39 -0.70
C -1.924 3.638 -2.558 -2.16 -0.80 1.48
O -3.030 3.886 -2.078 -0.77 0.80 0.43
N -1.729 2.759 -3.505 0.38 -1.46 -2.53
N -0.768 4.043 -2.084 1.52 1.68 0.76
H -2.482 2.227 -3.918 -0.16 -0.15 -0.01
H -0.762 2.473 -3.563 -0.32 -0.68 -0.66
H -0.026 3.727 -2.692 0.97 0.36 1.29
H -0.715 4.334 -1.118 0.54 0.26 -0.31
C -1.254 4.233 3.031 4.08 0.35 -0.86
O -0.046 4.481 3.213 -0.51 0.20 0.35
N -1.860 3.273 3.638 -1.73 -3.74 3.30
N -1.978 4.724 2.083 -2.16 3.03 -3.53
H -1.294 2.648 4.194 -0.22 0.28 0.03
H -2.771 2.959 3.337 0.03 0.03 0.00
H -2.926 4.418 1.916 0.29 -0.44 0.27
H -1.622 5.337 1.364 0.60 0.05 0.54
C 0.929 -1.727 -0.508 -0.87 -0.26 0.66
C 0.786 -0.411 -1.313 0.86 -0.45 0.50
C 0.091 0.728 -0.579 -0.26 -0.25 0.51
O -1.272 0.377 -0.304 1.60 -0.02 -0.04
C -1.860 1.243 0.630 -1.91 -0.20 -0.30
N 2.143 0.064 -1.648 -0.45 0.10 -0.91
H 1.426 -2.576 -0.978 0.41 0.44 -0.81
H -0.007 -2.200 -0.212 -0.50 0.42 0.01
H 1.475 -1.585 0.424 0.06 0.43 0.04
H 0.199 -0.591 -2.213 0.25 -0.13 -0.23
H 0.154 1.704 -1.061 -0.15 -0.13 -0.84
H 0.667 0.939 0.323 -0.12 -0.36 0.74
H -2.749 0.702 0.955 0.10 -0.22 0.72
H -2.373 2.083 0.162 0.66 0.66 -0.26
H -1.243 1.557 1.472 0.21 -0.09 -0.11
H 2.626 0.448 -0.848 -0.19 0.27 0.44
H 2.710 -0.710 -1.963 -0.05 -0.16 -0.37
C -1.101 -0.401 -4.862 0.43 -0.16 -1.08
C -1.743 -1.681 -4.414 -0.80 -0.26 -0.63
C -0.812 -2.831 -4.053 0.38 1.40 -1.05
O 0.110 -3.016 -5.161 -1.03 0.92 0.77
C 0.996 -4.061 -4.977 0.31 -0.95 0.26
N -2.670 -1.361 -3.368 -0.57 0.33 1.25
H -0.575 0.108 -4.054 0.24 -0.12 0.00
H -1.804 0.313 -5.293 -0.27 -0.15 0.20
H -0.438 -0.678 -5.681 0.43 0.32 0.18
H -2.376 -2.105 -5.194 0.15 0.27 -0.64
H -1.536 -3.633 -3.911 0.65 -0.79 0.17
H -0.314 -2.513 -3.137 0.47 -0.60 0.23
H 0.389 -4.937 -4.745 0.39 -0.57 0.10
H 1.752 -3.903 -4.208 -0.22 0.26 0.66
H 1.619 -4.259 -5.849 -0.54 0.19 -0.49
H -2.964 -2.133 -2.787 -0.10 -0.45 -0.09
H -2.279 -0.681 -2.731 0.29 0.17 0.31
C 1.974 -6.050 3.282 -0.53 -0.88 -0.36
C 2.526 -6.571 1.939 -1.64 1.63 0.33
C 1.639 -5.970 0.720 1.82 -2.12 0.30
O 2.278 -6.426 -0.523 -0.45 0.10 2.57
C 1.600 -6.097 -1.679 1.04 0.59 -1.10
N 3.921 -6.171 1.880 -0.34 -0.68 -0.97
H 2.566 -6.476 4.092 0.19 0.26 -0.02
H 0.966 -6.431 3.441 -0.22 0.13 -0.03
H 1.928 -4.963 3.359 0.19 0.05 -0.07
H 2.465 -7.659 1.948 0.01 0.00 -0.27
H 1.631 -4.885 0.826 0.01 0.27 -0.34
H 0.630 -6.383 0.726 -0.17 0.11 0.25
H 2.365 -6.293 -2.431 -0.24 0.15 -0.53
H 1.397 -5.026 -1.691 -0.39 0.20 -0.20
H 0.726 -6.678 -1.975 -0.29 -0.17 0.58
H 3.949 -5.165 1.794 0.05 0.27 0.07
H 4.153 -6.513 0.959 0.97 0.07 -0.33
C 2.277 4.615 0.042 -0.84 0.97 -0.22
C 2.079 6.120 0.464 -0.78 -1.60 0.64
C 0.942 6.884 -0.259 0.90 -0.53 -0.78
O -0.322 6.309 -0.039 0.07 0.06 -0.59
C -1.328 6.992 -0.788 -0.75 -1.09 1.29
N 1.849 6.167 1.913 1.13 1.08 -0.48
H 1.421 4.013 0.346 -0.18 0.00 -0.05
H 3.153 4.139 0.481 0.05 0.46 0.15
H 2.378 4.562 -1.042 -0.03 -0.15 -0.06
H 3.042 6.554 0.197 -0.07 0.66 0.16
H 1.151 6.918 -1.329 0.04 -0.27 -0.49
H 0.860 7.939 -0.001 0.46 0.24 0.62
H -2.208 6.546 -0.325 -0.59 0.45 -0.28
H -1.404 6.729 -1.843 0.62 0.12 -0.12
H -1.318 8.063 -0.590 0.13 0.10 -0.18
H 1.126 5.573 2.293 -0.31 -0.53 -0.32
H 1.541 7.115 2.081 0.05 0.17 0.58
C -7.287 -0.769 6.726 -0.54 -0.71 -1.85
C -5.905 -0.193 6.337 -1.16 0.50 2.22
C -5.911 1.072 5.444 0.60 -0.87 -0.25
O -6.157 0.808 4.062 -0.23 0.68 -0.03
C -5.097 0.211 3.322 -0.61 -0.87 1.03
N -5.289 0.050 7.643 1.99 0.75 0.23
H -7.868 -0.359 7.553 0.71 0.94 0.07
H -7.202 -1.811 7.034 0.15 -0.23 -0.36
H -7.948 -0.696 5.863 -0.26 -0.45 -0.17
H -5.212 -0.884 5.858 -0.56 -0.45 -0.21
H -4.897 1.459 5.542 0.10 0.50 0.11
H -6.655 1.808 5.746 0.04 -0.04 0.11
H -5.312 0.248 2.254 -0.10 0.26 0.20
H -5.106 -0.824 3.662 0.46 -0.44 -0.47
H -4.103 0.604 3.533 0.00 0.48 0.03
H -5.241 -0.754 8.251 -0.17 -0.02 -0.28
H -5.539 0.858 8.195 -0.41 0.02 -0.43
C 5.282 2.759 -1.142 -0.61 0.10 0.13
C 5.643 2.481 0.322 -0.54 -0.64 -0.82
C 4.950 1.208 0.767 -0.48 -0.56 -0.07
O 3.479 1.301 0.854 2.01 0.04 0.26
C 2.998 1.806 2.116 -0.39 0.24 -1.35
N 7.106 2.349 0.318 -0.54 0.41 0.07
H 5.764 3.629 -1.586 -0.06 0.35 0.39
H 4.198 2.867 -1.191 -0.03 0.09 -0.35
H 5.594 1.948 -1.800 -0.05 -0.34 0.28
H 5.279 3.274 0.975 0.05 0.39 0.03
H 5.419 0.821 1.671 -0.42 0.22 0.64
H 5.224 0.430 0.055 -0.52 -0.09 -0.30
H 3.551 2.689 2.437 0.38 -0.32 0.39
H 2.904 0.988 2.830 0.25 0.22 0.28
H 2.018 2.218 1.875 -0.24 -0.24 0.26
H 7.507 2.113 1.215 -0.14 0.01 0.35
H 7.294 3.328 0.159 1.24 0.07 -0.12
```
Forces are in eV/Å.

Output
HOMO level (eV): -8.2660
LUMO level (hartree): 0.0175
Spin multiplicity: 1

Mulliken population analysis, charges in e, atoms 1 to 5: number 1, C, carries -1.66; number 2, C, carries 0.79; number 3, C, carries -1.21; number 4, O, carries 0.76; number 5, H, carries 0.34